Version one
Below is a cluster of 2 separate species, C3H8O2Si in total, with properties calculated with the ωB97M-V functional and the def2-TZVPD basis.

The geometry in XYZ format:
```
14
Properties=species:S:1:pos:R:3
C -1.31921 -1.83677 0.65350
C -1.73691 -0.61565 0.55506
C 1.40821 0.20277 -0.51917
O 2.13047 -0.49666 0.45178
O -0.11170 2.44830 -1.07257
Si 0.18055 1.49146 0.21383
H -1.89110 -2.72226 0.77546
H -0.32163 -2.00724 0.47531
H -2.77927 -0.25716 0.48109
H 2.19696 0.67165 -1.20012
H 0.75814 -0.63490 -1.08905
H 1.68149 -1.27387 0.77063
H -0.89277 2.45808 -1.58547
H 0.69677 2.57226 1.08973
```

Output
orbital gap = 8.140 eV

---

Version two
Below is a cluster of 2 separate species, C3H8O2Si in total, with properties calculated with the ωB97M-V functional and the def2-TZVPD basis.

The geometry in XYZ format:
```
14
Properties=species:S:1:pos:R:3
C 1.83347 -0.72576 -0.38879
C 0.98076 0.29175 -0.74388
C -0.14812 0.08865 2.57952
O -1.18674 1.33330 -2.32844
O -1.94709 -0.76940 -1.12004
Si -0.77871 0.34033 -1.12696
H 2.90059 -0.60321 -0.31517
H 1.56616 -1.76850 -0.57925
H 1.22374 1.41523 -0.60921
H -0.14289 -0.97164 2.20481
H 0.57658 0.87872 2.54077
H -1.03663 0.51180 2.70551
H -2.08025 1.58666 -2.29865
H -1.76088 -1.60792 -0.52021
```

Output
orbital gap (alpha / beta) = 8.541 / 6.304 eV

---

Energy above the most stable structure, in hartree: version one 0.0265; version two 0.0000

---

Version one
Below is a structure of composition C8H12O, with properties calculated with the ωB97M-V functional and the def2-TZVPD basis.

The geometry in XYZ format:
```
21
Properties=species:S:1:pos:R:3
C -1.67592 1.06848 0.14946
C -0.11643 1.51684 -0.00974
C 0.67109 0.13256 -0.12050
C 2.01510 0.09679 -0.87234
C 1.46104 -0.40543 1.02511
C -0.40404 -0.79232 -0.64059
C -1.46924 -1.75137 -0.14002
C -1.44242 -0.39580 0.42215
H -2.08376 1.61852 1.01207
H -2.19770 1.18652 -0.78197
H 0.04566 2.17644 -0.91084
H 0.26628 2.08823 0.88514
H 2.03242 -0.49046 -1.80904
H 2.36503 1.11068 -1.02382
H 1.58577 0.38556 1.79229
H 1.23166 -1.35952 1.49132
H -0.67165 -0.45983 -1.65102
H -1.26718 -2.58732 0.56287
H -2.04800 -2.08792 -1.00279
H -0.96166 -0.48527 1.38507
O 2.66396 -0.56538 0.23717
```

Output
orbital gap = 9.524 eV

---

Version two
Below is a structure of composition C8H12O, with properties calculated with the ωB97M-V functional and the def2-TZVPD basis.

The geometry in XYZ format:
```
21
Properties=species:S:1:pos:R:3
C 0.75211 -0.06864 -0.00766
C 0.98742 0.18726 1.48538
C 1.19914 1.14883 -0.82607
C 1.55980 -1.30373 -0.44727
C -0.72141 -0.29365 -0.23865
C -2.41682 0.56961 -0.97476
C -1.68300 -0.83698 0.61335
C -2.75060 0.00006 0.23319
O -1.23045 0.03685 -1.44815
H -2.89316 1.31283 -1.58962
H -1.53023 -1.23524 1.59660
H -3.64754 0.20034 0.78816
H 0.63513 2.03292 -0.53306
H 1.24857 -2.18709 0.10817
H 0.75140 -0.69462 2.07667
H 2.03477 0.43282 1.65578
H 0.36788 1.01123 1.83545
H 1.04331 0.97967 -1.88884
H 2.25944 1.33726 -0.66186
H 1.41519 -1.50242 -1.50809
H 2.61906 -1.12732 -0.26870
```

Output
orbital gap = 8.436 eV

---

Energy above the most stable structure, in hartree: version one 0.0775; version two 0.0000

---

Version one
Below is a cluster of 2 separate species, C3H10N3 in total, with properties calculated with the ωB97M-V functional and the def2-TZVPD basis.

The geometry in XYZ format:
```
16
Properties=species:S:1:pos:R:3
C -2.01319 -0.95163 0.66899
C 2.35881 1.03053 0.33399
C 1.45061 0.02925 -0.20143
N -2.45902 0.93868 -0.78516
N -1.66787 0.01361 -0.35586
N 1.82901 -1.11757 -0.58854
H -1.19288 -1.59237 0.91472
H -2.38237 -0.39483 1.57277
H -2.80846 -1.53179 0.35128
H 2.22360 1.38989 1.27141
H 3.49890 0.84939 0.35298
H 2.33815 2.02948 -0.10960
H -3.45990 1.11825 -0.59711
H 2.83807 -1.40854 -0.31284
H 1.33842 -1.82575 -1.07248
H -1.89189 1.42340 -1.44310
```

Output
total charge = +1
orbital gap (alpha / beta) = 6.588 / 4.766 eV

---

Version two
Below is a cluster of 2 separate species, C3H10N3 in total, with properties calculated with the ωB97M-V functional and the def2-TZVPD basis.

The geometry in XYZ format:
```
16
Properties=species:S:1:pos:R:3
N 2.40700 0.32785 0.06572
C 2.10708 -0.89781 -0.32476
N 1.02667 -1.55082 -0.03772
H 1.78517 0.99173 0.54859
H 3.38281 0.58645 -0.02056
H 2.97050 -1.43737 -0.85624
H 0.97168 -2.54052 -0.42251
H 0.07032 -1.14519 0.15830
C -2.30762 -0.21672 0.10267
C -1.15281 1.81694 0.04973
N -1.10011 0.58512 -0.27916
H -3.10282 -0.16925 -0.68947
H -2.73891 0.18250 1.07588
H -2.03884 -1.25537 0.22426
H -0.63365 2.55879 -0.57823
H -1.64647 2.16364 0.98349
```

Output
total charge = +1
orbital gap = 9.767 eV

---

Version three
Below is a cluster of 2 separate species, C3H10N3 in total, with properties calculated with the ωB97M-V functional and the def2-TZVPD basis.

The geometry in XYZ format:
```
16
Properties=species:S:1:pos:R:3
C -0.05823 0.90081 -1.20049
N -0.95943 -1.64610 -0.88214
C 0.20544 -1.27783 -0.42773
N 0.57905 -0.01968 -0.19111
H 0.46332 1.87077 -1.23119
H -1.13894 1.09868 -1.02480
H 0.04638 0.49155 -2.21652
H -1.05058 -2.59293 -1.16372
H -1.34918 -0.96175 -1.51529
H 0.86099 -2.10345 -0.27303
C 0.20730 1.22087 1.33406
N 0.72638 0.20284 2.43039
H 0.83020 2.00146 1.04703
H -0.85780 1.35260 1.20677
H 0.02590 -0.50210 2.32869
H 1.46920 -0.03577 1.77908
```

Output
total charge = +1
orbital gap = 8.927 eV

---

Energy above the most stable structure, in hartree: version one 0.1587; version two 0.0000; version three 0.0926